# 1
{
  "formula": "C40H52ClN8O6RuS3Se",
  "method": "ωB97M-V/def2-TZVPD",
  "spin_multiplicity": 2,
  "s2": 1.034,
  "relative_energy_kcal_mol": 25.20,
  "gap_ev": [5.63, 6.97],
  "e_tot_ha": -6596.027491,
  "mol_weight_g_mol": 1052.6,
  "elements": ["Ru", "C", "O", "C", "S", "S", "H", "H", "H", "C", "S", "C", "O", "H", "H", "H", "H", "H", "H", "N", "C", "N", "C", "C", "C", "C", "C", "C", "H", "H", "H", "H", "H", "H", "C", "C", "C", "C", "C", "C", "O", "N", "C", "O", "N", "C", "O", "H", "H", "H", "H", "H", "H", "H", "H", "H", "H", "H", "Se", "C", "C", "C", "N", "C", "C", "H", "H", "H", "H", "C", "C", "C", "C", "C", "O", "C", "C", "C", "C", "C", "C", "Cl", "C", "C", "C", "N", "C", "N", "C", "N", "H", "H", "H", "H", "H", "H", "H", "H", "H", "H", "H", "H", "H", "H", "H", "H", "H", "H", "H", "H", "H", "H"],
  "xyz": [[-0.038, -0.770, 0.795], [-1.852, 1.310, 5.189], [-1.189, 1.386, 3.927], [-1.887, 1.675, 2.846], [-3.495, 2.049, 2.832], [-0.990, 1.790, 1.388], [-1.088, 1.016, 5.904], [-2.653, 0.572, 5.156], [-2.279, 2.276, 5.455], [-2.237, -4.129, -2.264], [-0.675, -3.882, -1.367], [0.318, -3.514, -2.839], [-0.858, -2.554, -0.704], [-2.561, -3.162, -2.648], [-2.966, -4.509, -1.550], [-2.090, -4.850, -3.068], [0.387, -4.401, -3.469], [1.310, -3.239, -2.477], [-0.139, -2.679, -3.370], [3.670, -0.467, -1.884], [2.428, -0.079, -1.516], [1.915, -0.829, -0.579], [2.885, -1.797, -0.305], [2.867, -2.866, 0.581], [3.977, -3.682, 0.622], [5.095, -3.442, -0.188], [5.126, -2.389, -1.081], [4.001, -1.573, -1.123], [4.241, -0.019, -2.578], [1.946, 0.778, -1.959], [1.986, -3.057, 1.170], [3.976, -4.539, 1.283], [5.949, -4.102, -0.125], [5.981, -2.217, -1.722], [-1.099, -2.359, 5.590], [-2.470, -2.428, 4.918], [-2.414, -3.101, 3.535], [-3.792, -3.041, 2.834], [-3.784, -3.678, 1.442], [-2.049, -4.559, 3.730], [-2.676, -5.303, 4.455], [-0.965, -4.996, 3.019], [-0.196, -4.248, 2.108], [0.602, -4.857, 1.418], [-0.374, -2.899, 2.086], [-1.426, -2.339, 2.666], [-1.643, -1.125, 2.469], [-1.178, -1.903, 6.577], [-0.397, -1.763, 4.998], [-0.678, -3.361, 5.716], [-2.869, -1.422, 4.788], [-3.162, -2.999, 5.538], [-4.072, -1.990, 2.750], [-4.518, -3.547, 3.471], [-2.974, -3.274, 0.830], [-4.723, -3.474, 0.925], [-3.661, -4.762, 1.508], [-0.737, -5.977, 3.076], [1.320, -0.024, 2.812], [2.883, -1.112, 3.033], [4.149, -0.587, 2.794], [5.262, -1.366, 3.075], [5.193, -2.598, 3.576], [3.978, -3.087, 3.818], [2.804, -2.396, 3.562], [4.258, 0.421, 2.414], [6.261, -0.974, 2.907], [3.947, -4.082, 4.252], [1.841, -2.846, 3.770], [-3.170, 4.469, -5.331], [-2.184, 4.586, -4.152], [-1.450, 5.927, -4.303], [-3.024, 4.601, -2.868], [-1.162, 3.403, -4.198], [-0.635, 3.270, -5.532], [0.084, 3.578, -3.303], [-0.020, 3.961, -1.820], [1.375, 4.006, -1.238], [1.899, 2.932, -0.531], [3.199, 2.951, -0.050], [3.992, 4.058, -0.285], [5.623, 4.088, 0.314], [3.494, 5.151, -0.978], [2.191, 5.116, -1.449], [-1.848, 2.018, -4.031], [-1.834, 1.367, -2.736], [-0.898, 0.580, -2.193], [-1.328, 0.095, -1.046], [-2.574, 0.633, -0.919], [-2.916, 1.397, -1.926], [-3.740, 5.395, -5.415], [-3.885, 3.658, -5.176], [-2.657, 4.296, -6.275], [-2.178, 6.738, -4.260], [-0.939, 6.008, -5.267], [-0.721, 6.098, -3.510], [-3.822, 5.338, -2.984], [-2.453, 4.876, -1.984], [-3.486, 3.632, -2.677], [-0.260, 4.117, -5.796], [0.705, 4.337, -3.787], [0.652, 2.644, -3.386], [-0.634, 3.262, -1.251], [-0.463, 4.951, -1.719], [1.284, 2.066, -0.324], [3.580, 2.107, 0.513], [4.116, 6.022, -1.140], [1.797, 5.976, -1.981], [-1.340, 1.366, -4.739], [-2.891, 2.083, -4.323], [0.044, 0.342, -2.660], [-3.223, 0.448, -0.078]],
  "forces_ev_per_a": [[-0.42, 0.99, 1.41], [-0.09, -0.01, 0.03], [0.14, -0.03, -0.04], [-0.56, 0.02, 0.42], [0.09, -0.01, 0.05], [1.06, -0.83, -0.73], [0.03, -0.01, -0.07], [0.00, 0.05, -0.03], [0.02, 0.02, -0.03], [0.22, -0.05, 0.25], [-0.12, 0.02, -0.70], [0.02, -0.11, 0.31], [-0.04, 0.10, 0.17], [0.07, 0.00, -0.01], [0.00, 0.02, -0.02], [-0.01, -0.01, 0.05], [0.00, 0.04, 0.03], [-0.01, -0.01, -0.02], [-0.03, -0.03, 0.02], [0.01, -0.05, -0.05], [-0.17, 0.12, -0.02], [-0.97, 0.00, 0.78], [0.31, 0.08, -0.25], [-0.14, -0.07, -0.27], [-0.07, -0.10, -0.03], [-0.01, 0.03, -0.07], [0.13, 0.05, -0.09], [-0.26, -0.10, 0.21], [0.00, 0.07, 0.00], [0.13, -0.01, 0.05], [0.00, -0.12, 0.03], [0.02, 0.07, 0.01], [-0.01, 0.00, 0.02], [-0.01, 0.02, 0.03], [-0.09, 0.00, -0.10], [0.17, -0.02, 0.10], [-0.21, 0.27, 0.00], [0.04, -0.06, -0.12], [0.02, 0.01, 0.14], [0.16, 0.03, 0.00], [0.00, 0.07, -0.08], [-0.06, 0.02, -0.04], [-0.01, -0.36, 0.25], [0.04, 0.22, 0.06], [0.23, 0.30, -0.44], [0.08, -0.64, 0.16], [0.53, 0.41, -1.40], [0.02, -0.02, 0.00], [-0.01, 0.01, 0.03], [0.01, 0.03, 0.05], [-0.07, -0.07, -0.07], [-0.06, 0.01, -0.04], [0.02, 0.02, 0.09], [0.02, 0.04, 0.04], [-0.01, 0.03, -0.03], [0.00, -0.05, 0.02], [0.00, 0.02, -0.04], [-0.01, -0.05, -0.04], [-0.11, -0.07, -0.42], [-0.03, -0.09, -0.13], [-0.09, -0.06, 0.02], [-0.02, -0.04, 0.04], [0.05, 0.01, 0.01], [-0.01, 0.04, 0.08], [0.08, 0.04, 0.17], [0.03, -0.03, -0.03], [-0.03, -0.02, -0.04], [-0.04, 0.01, -0.06], [0.03, 0.02, 0.01], [0.05, -0.07, 0.07], [-0.05, 0.04, -0.16], [-0.01, -0.07, 0.05], [0.08, -0.01, 0.01], [0.05, 0.05, 0.23], [-0.07, -0.04, -0.02], [-0.24, -0.08, 0.07], [0.26, -0.03, -0.01], [-0.08, 0.05, -0.05], [-0.02, 0.08, 0.03], [0.05, -0.12, 0.03], [-0.10, 0.03, -0.02], [0.05, 0.00, 0.01], [-0.01, 0.03, -0.03], [0.01, -0.02, 0.04], [0.09, 0.15, -0.20], [0.17, 0.04, 0.05], [-0.15, -0.15, -0.03], [0.30, 0.03, 0.35], [0.01, -0.06, -0.12], [-0.13, -0.10, 0.02], [-0.03, -0.03, 0.04], [-0.01, 0.05, -0.04], [-0.02, 0.02, -0.02], [0.02, 0.01, -0.02], [0.01, 0.03, 0.01], [-0.02, 0.01, -0.03], [0.02, -0.02, 0.02], [-0.03, -0.03, -0.01], [-0.03, 0.07, 0.01], [0.01, 0.03, 0.01], [0.03, -0.04, -0.04], [0.06, 0.02, -0.01], [-0.08, 0.01, 0.00], [-0.05, -0.04, 0.03], [-0.12, 0.00, 0.12], [0.01, 0.03, 0.03], [0.01, -0.03, 0.01], [0.02, -0.02, 0.00], [0.00, -0.09, 0.03], [-0.01, -0.08, -0.02], [-0.10, 0.07, -0.05], [0.06, 0.06, 0.01]],
  "mulliken_spin": [1.299, -0.001, 0.001, 0.058, -0.101, -0.283, 0.000, 0.001, 0.000, 0.001, 0.007, 0.000, 0.008, 0.000, 0.000, 0.000, 0.000, 0.000, 0.000, -0.001, 0.002, -0.010, 0.004, -0.023, -0.002, 0.000, 0.000, -0.003, 0.000, -0.004, 0.011, 0.000, 0.000, 0.000, -0.002, 0.000, 0.010, 0.001, 0.000, -0.001, 0.000, 0.004, 0.010, 0.000, 0.031, -0.002, 0.003, 0.000, 0.002, 0.000, -0.001, 0.000, -0.001, 0.000, 0.001, 0.000, 0.000, -0.001, -0.077, 0.004, -0.009, 0.003, -0.007, 0.004, 0.002, -0.002, 0.000, 0.000, -0.003, 0.000, 0.000, 0.000, 0.000, -0.002, 0.000, -0.001, 0.004, 0.001, -0.032, -0.006, 0.002, 0.000, 0.000, 0.000, 0.002, 0.001, -0.002, 0.053, 0.009, 0.001, 0.000, 0.000, 0.000, 0.000, 0.000, 0.000, 0.000, 0.000, 0.000, 0.000, 0.000, 0.000, -0.006, 0.001, 0.032, 0.000, 0.000, 0.000, 0.000, 0.000, 0.004, 0.000]
}

# 2
{
  "formula": "C29H53BO2P2Pt",
  "method": "ωB97M-V/def2-TZVPD",
  "spin_multiplicity": 5,
  "s2": 6.015,
  "relative_energy_kcal_mol": 72.66,
  "gap_ev": [5.91, 4.82],
  "charge": 2,
  "e_tot_ha": -2113.401910,
  "mol_weight_g_mol": 701.6,
  "elements": ["Pt", "C", "C", "C", "C", "C", "C", "H", "H", "H", "C", "H", "H", "H", "C", "H", "H", "H", "C", "H", "H", "H", "C", "H", "H", "H", "C", "C", "C", "C", "C", "C", "C", "C", "H", "H", "H", "H", "H", "H", "H", "H", "H", "H", "H", "H", "P", "C", "C", "P", "C", "C", "C", "H", "H", "H", "H", "H", "H", "H", "H", "H", "H", "H", "H", "H", "H", "C", "C", "C", "O", "B", "O", "C", "C", "C", "H", "H", "H", "H", "H", "H", "H", "H", "H", "H", "H", "H"],
  "xyz": [[0.835, 0.600, 0.836], [-3.326, 0.292, 1.048], [-3.677, 1.272, 0.084], [-2.431, -0.351, -0.959], [-2.507, -0.676, 0.420], [-3.119, 0.881, -1.159], [-4.078, 0.028, 2.288], [-4.399, 0.945, 2.782], [-3.523, -0.594, 2.996], [-4.972, -0.552, 2.005], [-2.113, -1.925, 1.097], [-1.790, -1.722, 2.123], [-1.259, -2.383, 0.613], [-2.931, -2.671, 1.149], [-2.025, -1.235, -2.065], [-2.899, -1.607, -2.635], [-1.481, -2.108, -1.696], [-1.380, -0.699, -2.772], [-3.483, 1.460, -2.472], [-4.471, 1.112, -2.824], [-2.748, 1.189, -3.238], [-3.520, 2.554, -2.399], [-4.740, 2.278, 0.254], [-5.725, 1.812, 0.070], [-4.631, 3.108, -0.454], [-4.754, 2.676, 1.277], [2.495, 1.255, 1.761], [1.557, 1.488, 2.885], [1.083, 2.949, 2.899], [0.486, 3.494, 1.587], [0.385, 2.515, 0.418], [1.418, 2.927, -0.657], [2.867, 3.086, -0.157], [3.307, 2.450, 1.187], [1.955, 3.585, 3.114], [1.079, 4.371, 1.257], [0.408, 3.085, 3.741], [3.457, 3.246, 1.935], [3.052, 0.309, 1.762], [1.941, 1.068, 3.806], [4.344, 2.104, 0.999], [3.492, 2.698, -0.979], [1.032, 3.843, -1.152], [3.152, 4.140, -0.134], [-0.522, 3.860, 1.821], [-0.613, 2.669, -0.037], [0.044, 0.212, 3.006], [0.729, -1.301, 3.697], [-1.232, 1.021, 3.983], [1.579, 1.719, -2.187], [1.905, 0.331, -1.035], [-0.091, 1.924, -2.773], [2.551, 1.281, -3.639], [0.750, -2.086, 2.936], [0.118, -1.603, 4.555], [1.753, -1.075, 4.000], [-1.879, 1.612, 3.319], [-0.749, 1.663, 4.727], [-1.876, 0.297, 4.511], [3.625, 1.354, -3.426], [2.288, 1.935, -4.499], [2.272, 0.246, -3.891], [2.715, -0.383, -1.269], [2.410, 0.891, -0.193], [-0.391, 1.027, -3.321], [-0.011, 2.763, -3.483], [-0.805, 2.158, -1.979], [2.909, -2.695, -2.014], [1.409, -2.879, -1.824], [0.828, -3.569, -3.033], [0.762, -1.612, -1.789], [0.841, -1.171, -0.446], [0.996, -2.283, 0.426], [1.121, -3.467, -0.373], [-0.137, -4.304, -0.377], [2.224, -4.316, 0.243], [3.394, -2.253, -1.138], [3.101, -2.074, -2.894], [3.361, -3.676, -2.189], [1.090, -2.984, -3.922], [1.255, -4.565, -3.154], [-0.263, -3.638, -3.010], [0.094, -5.233, -0.912], [-0.451, -4.580, 0.635], [-0.975, -3.828, -0.891], [3.167, -3.786, 0.421], [1.912, -4.747, 1.203], [2.427, -5.156, -0.428]],
  "forces_ev_per_a": [[-4.17, -4.60, -1.56], [-0.36, -0.06, -0.27], [-0.24, -0.10, -0.15], [-0.43, 0.08, -0.28], [-0.24, -0.38, 0.20], [-0.32, -0.33, 0.13], [0.07, 0.06, 0.42], [-0.09, -0.11, 0.01], [-0.06, 0.13, -0.11], [0.06, 0.19, 0.13], [0.30, -0.41, 0.17], [-0.22, -0.02, -0.12], [-0.12, -0.06, -0.04], [0.19, 0.40, -0.15], [0.10, -0.48, -0.17], [0.16, 0.32, 0.27], [-0.18, 0.34, -0.22], [-0.14, -0.26, 0.11], [0.31, 0.32, -0.29], [0.29, 0.07, 0.25], [-0.26, 0.05, 0.12], [-0.10, -0.18, -0.14], [-0.08, 0.53, 0.16], [0.26, 0.12, 0.05], [-0.09, -0.16, 0.19], [-0.07, -0.04, -0.27], [2.56, 0.55, 0.64], [-0.22, 0.55, 1.48], [0.71, 0.15, 0.82], [-0.09, 0.17, 0.32], [-0.89, 1.75, -2.31], [0.65, 1.48, -1.48], [0.45, 0.53, -0.54], [0.67, -0.50, 0.13], [-0.27, -0.37, 0.34], [-0.38, -0.29, 0.30], [-0.09, 0.20, -0.10], [-0.33, -0.39, -0.23], [0.28, 0.46, 0.60], [0.81, 0.83, 0.79], [-0.56, -0.01, 0.22], [0.22, 0.03, 0.56], [0.48, -0.10, 0.43], [-0.24, 0.02, 0.13], [0.24, -0.02, -0.21], [0.33, -0.30, 0.26], [0.29, 0.51, -2.44], [-0.14, 0.07, 0.49], [-0.35, -0.03, 0.51], [-1.79, -2.27, 3.62], [2.02, 1.43, 0.84], [-0.11, -0.37, -0.91], [0.52, 1.31, -0.73], [-0.08, 0.19, 0.12], [0.32, -0.14, 0.00], [0.02, -0.25, 0.25], [0.34, -0.03, 0.22], [-0.31, -0.01, 0.04], [0.39, 0.19, -0.21], [-0.24, -0.12, -0.17], [0.31, -0.36, 0.52], [0.00, 0.28, 0.36], [-0.78, 0.36, -0.27], [0.86, -0.10, -1.75], [-0.13, 0.22, -0.08], [-0.35, -0.16, 0.14], [0.31, -0.07, -0.14], [0.15, -0.13, -0.12], [0.14, -0.56, 0.30], [-0.01, -0.54, -0.18], [-0.63, 0.32, 1.20], [0.19, -0.47, -0.60], [-0.09, 1.60, -0.66], [0.42, -0.68, -0.66], [-0.35, -0.32, -0.02], [0.38, -0.30, -0.13], [-0.03, -0.08, -0.17], [0.02, -0.04, 0.07], [0.07, 0.20, 0.03], [0.03, -0.09, 0.12], [-0.11, -0.05, -0.08], [0.20, -0.07, 0.12], [-0.19, 0.13, 0.09], [0.10, 0.11, -0.10], [0.07, -0.10, 0.07], [-0.30, 0.02, -0.14], [-0.11, 0.21, -0.24], [0.10, 0.01, 0.12]],
  "mulliken_spin": [0.337, 0.276, 0.389, 0.157, 0.439, 0.358, 0.015, 0.003, 0.000, 0.031, 0.037, 0.005, 0.027, 0.025, 0.139, 0.034, -0.045, 0.005, 0.006, 0.025, 0.004, 0.006, 0.004, 0.028, 0.002, 0.006, 0.357, -0.044, 0.036, 0.023, 0.336, 0.006, 0.045, 0.025, 0.002, 0.016, 0.001, 0.008, 0.038, 0.028, 0.009, -0.004, -0.007, 0.001, 0.002, -0.029, 0.160, 0.006, 0.022, 0.009, 0.066, 0.036, 0.008, 0.015, 0.004, 0.001, -0.010, 0.001, 0.003, 0.000, 0.000, -0.002, 0.034, 0.095, -0.003, 0.000, -0.008, 0.002, -0.020, 0.000, 0.039, 0.280, 0.080, 0.027, -0.003, 0.002, -0.006, -0.001, 0.001, 0.000, 0.000, 0.000, 0.001, 0.000, -0.001, 0.000, 0.000, 0.000]
}